{"formula": "C50H50N2O2S", "method": "ωB97M-V/def2-TZVPD", "fmax_ha_per_bohr": 0.00512, "energy_ha": -2593.42597, "orbital_gap_ha": 0.313, "total_charge": 0, "multiplicity": 1, "species": ["O", "C", "C", "C", "C", "C", "N", "S", "N", "C", "C", "C", "O", "H", "H", "H", "H", "H", "H", "H", "H", "C", "C", "C", "C", "C", "C", "H", "H", "H", "H", "H", "H", "C", "C", "C", "C", "C", "C", "H", "H", "H", "H", "H", "H", "C", "C", "C", "C", "C", "C", "H", "H", "H", "H", "H", "H", "C", "C", "C", "C", "C", "C", "H", "H", "H", "H", "H", "H", "C", "C", "C", "C", "C", "C", "H", "H", "H", "H", "H", "H", "C", "C", "C", "C", "C", "C", "H", "H", "H", "H", "H", "H", "C", "C", "C", "C", "C", "C", "H", "H", "H", "H", "H", "H"], "positions_angstrom": [[10.0385, 1.1421, -0.7987], [8.9569, 0.6843, -1.5951], [7.7695, 1.6540, -1.5280], [6.3897, 1.0720, -1.7422], [5.3625, 1.5209, -0.9687], [4.0704, 0.9673, -1.1244], [2.9768, 1.2783, -0.4154], [1.8052, 0.3431, -0.9639], [2.5674, -0.4907, -2.1002], [3.8321, -0.0512, -2.0947], [4.8926, -0.4845, -2.9216], [6.1133, 0.0769, -2.7508], [7.1406, -0.3692, -3.5559], [9.8325, 0.9432, 0.1192], [8.6387, -0.3172, -1.2947], [9.3326, 0.5952, -2.6116], [7.9180, 2.5051, -2.1985], [7.7804, 2.0766, -0.5211], [5.5235, 2.2718, -0.2067], [4.7485, -1.2397, -3.6811], [7.4062, 0.3273, -4.1659], [-3.4627, -0.2111, 2.3139], [-3.1203, 1.1286, 2.4372], [-1.8544, 1.5562, 2.0619], [-0.9348, 0.6486, 1.5596], [-1.2754, -0.6903, 1.4320], [-2.5400, -1.1196, 1.8113], [-4.4514, -0.5455, 2.6009], [-3.8427, 1.8410, 2.8147], [-1.5836, 2.6016, 2.1441], [0.0481, 0.9913, 1.2622], [-0.5586, -1.3984, 1.0346], [-2.8066, -2.1645, 1.7123], [-4.2014, 2.1735, -0.9674], [-4.4660, 3.5344, -0.8996], [-5.1868, 4.1542, -1.9111], [-5.6442, 3.4122, -2.9913], [-5.3805, 2.0510, -3.0598], [-4.6585, 1.4322, -2.0486], [-3.6366, 1.6924, -0.1805], [-4.1096, 4.1128, -0.0561], [-5.3918, 5.2159, -1.8581], [-6.2072, 3.8949, -3.7799], [-5.7388, 1.4723, -3.9016], [-4.4518, 0.3707, -2.1018], [0.7500, 6.8250, 3.0397], [1.4801, 6.8810, 1.8598], [1.8283, 5.7095, 1.2018], [1.4429, 4.4812, 1.7210], [0.7132, 4.4271, 2.9012], [0.3696, 5.5975, 3.5636], [0.4752, 7.7393, 3.5507], [1.7733, 7.8394, 1.4498], [2.3978, 5.7535, 0.2824], [1.7133, 3.5671, 1.2061], [0.4128, 3.4680, 3.3047], [-0.2001, 5.5534, 4.4829], [-4.1148, -6.0048, -1.7741], [-5.0318, -6.3587, -0.7935], [-5.3194, -5.4785, 0.2403], [-4.6903, -4.2423, 0.2921], [-3.7724, -3.8890, -0.6873], [-3.4839, -4.7699, -1.7204], [-3.8881, -6.6939, -2.5777], [-5.5222, -7.3231, -0.8337], [-6.0310, -5.7574, 1.0067], [-4.9168, -3.5536, 1.0966], [-3.2822, -2.9241, -0.6461], [-2.7656, -4.4948, -2.4818], [-2.1162, -8.8097, 1.9044], [-1.5672, -9.9503, 2.4735], [-1.7395, -11.1839, 1.8608], [-2.4597, -11.2765, 0.6779], [-3.0075, -10.1350, 0.1088], [-2.8376, -8.9013, 0.7219], [-1.9820, -7.8472, 2.3814], [-1.0033, -9.8780, 3.3947], [-1.3128, -12.0737, 2.3056], [-2.5929, -12.2382, 0.1994], [-3.5675, -10.2072, -0.8153], [-3.2655, -8.0120, 0.2792], [4.2818, -3.6067, -0.0831], [4.9056, -4.7154, 0.4721], [4.7955, -5.9540, -0.1446], [4.0638, -6.0831, -1.3171], [3.4413, -4.9735, -1.8724], [3.5481, -3.7349, -1.2546], [4.3674, -2.6394, 0.3975], [5.4777, -4.6147, 1.3856], [5.2792, -6.8196, 0.2894], [3.9787, -7.0492, -1.7978], [2.8713, -5.0738, -2.7872], [3.0604, -2.8696, -1.6833], [-2.4943, 11.3044, 1.6575], [-1.5995, 10.2738, 1.9106], [-1.6550, 9.1052, 1.1638], [-2.6051, 8.9687, 0.1608], [-3.4996, 9.9990, -0.0932], [-3.4449, 11.1665, 0.6557], [-2.4510, 12.2152, 2.2408], [-0.8570, 10.3826, 2.6915], [-0.9602, 8.3004, 1.3623], [-2.6471, 8.0578, -0.4227], [-4.2398, 9.8926, -0.8758], [-4.1437, 11.9693, 0.4586]], "lowdin_charge": [-0.062, -0.261, -0.115, -0.143, 0.030, -0.354, -0.226, 1.008, -0.233, -0.364, 0.057, -0.253, 0.036, 0.085, 0.125, 0.110, 0.129, 0.114, 0.126, 0.133, 0.120, -0.090, -0.106, -0.101, -0.103, -0.090, -0.094, 0.102, 0.106, 0.091, 0.061, 0.098, 0.086, -0.086, -0.093, -0.100, -0.100, -0.098, -0.091, 0.078, 0.099, 0.098, 0.099, 0.099, 0.098, -0.110, -0.107, -0.090, -0.089, -0.101, -0.090, 0.099, 0.102, 0.101, 0.084, 0.093, 0.102, -0.100, -0.119, -0.092, -0.096, -0.096, -0.090, 0.103, 0.103, 0.102, 0.094, 0.090, 0.102, -0.091, -0.099, -0.100, -0.100, -0.095, -0.088, 0.101, 0.099, 0.099, 0.099, 0.098, 0.075, -0.094, -0.098, -0.099, -0.098, -0.092, -0.096, 0.098, 0.099, 0.099, 0.099, 0.100, 0.068, -0.099, -0.096, -0.089, -0.092, -0.098, -0.099, 0.099, 0.097, 0.076, 0.100, 0.099, 0.099]}